Below is a molecular structure, C36H53HgIN13O2PS, with properties calculated with the ωB97M-V functional and the def2-TZVPD basis.

Its LUMO energy (spin up / spin down) is -0.0812 / -0.0812 Eh. The frontier orbital gap (spin up / spin down) is 4.596 / 6.437 eV. For the total energy, the calculation gives -3456.2959 Ha. As for the HOMO energy (spin up / spin down): -6.8 / -8.6 eV. Its net charge is +1. As for the spin multiplicity: 2.

The geometry in XYZ format:
```
108
Properties=species:S:1:pos:R:3:forces:R:3
S 3.75042 -0.19648 -1.58654 0.01 0.03 0.00
H 1.61081 -0.98816 3.50092 0.02 0.03 -0.05
H 1.56866 1.39687 -3.25506 0.02 -0.28 0.09
C -4.34392 3.52880 -2.52061 0.05 0.07 -0.01
C 2.75497 1.35362 1.29731 -0.04 0.18 -0.21
C -2.09367 -2.54295 5.11956 0.00 0.01 0.05
H -4.38122 4.14485 -1.61887 -0.02 -0.02 -0.02
H 1.62669 -2.58399 2.72116 0.00 0.00 0.04
H -3.39282 -1.86236 -3.80618 0.03 -0.01 0.03
H -2.28831 -0.21857 -2.54017 0.03 0.16 0.03
C -2.69637 -3.60585 -2.87727 -0.10 0.02 -0.03
H -2.16224 -1.49168 0.92311 -0.01 0.00 0.06
C 1.32723 -1.53716 2.59527 -0.01 0.02 0.02
C -0.43249 -4.01396 -3.36962 0.05 -0.08 -0.04
N -2.53935 -2.15296 -3.32647 -0.04 0.01 -0.07
H -3.00988 -4.16244 -3.76263 0.01 -0.01 0.03
H 3.17828 -1.16726 1.54568 0.00 -0.01 0.00
N 3.98619 1.24134 1.88365 -0.03 -0.09 -0.07
H 9.17991 0.67785 -2.09692 0.02 0.02 0.00
C -0.37581 2.36423 -3.43599 0.06 0.16 -0.05
H 0.49187 -4.41832 -2.96148 0.01 -0.01 -0.01
N 2.61396 2.60018 0.77514 -0.02 -0.19 0.16
C -2.30833 -1.23805 -2.16117 0.00 0.13 0.02
O -5.30103 2.48188 -2.30410 -0.05 -0.05 -0.01
N -0.09695 -1.41325 2.34482 0.02 -0.16 -0.07
C 1.64011 2.91114 -0.25627 0.05 0.05 -0.05
C -0.96587 -1.72878 3.24594 -0.04 0.05 -0.02
N 6.21360 -0.81157 -2.27291 -0.07 -0.16 -0.10
H -6.46178 1.28765 2.40933 -0.03 0.00 -0.01
C -2.77452 2.11581 -0.54006 -0.03 -0.04 -0.23
H 4.68687 1.06182 3.83215 0.00 -0.02 -0.01
H 0.59304 -0.82821 -3.12286 0.11 0.34 -0.06
C -2.71588 1.81541 3.03735 0.06 -0.04 -0.03
C 0.37509 -1.81060 -2.72883 -0.03 -0.01 0.03
C 7.54118 -0.64443 -2.43678 0.04 0.05 0.02
N -0.19797 -2.64187 -3.79482 -0.04 0.01 -0.01
H 1.22228 2.14300 -4.83762 0.01 -0.02 -0.01
H -5.48395 2.08232 -3.15966 0.02 -0.01 0.02
H -3.62636 -1.09194 4.54674 0.00 0.01 -0.01
H 0.36722 -3.83786 4.96554 0.01 0.00 0.00
H -2.20191 -2.13968 6.12713 -0.01 -0.02 -0.01
N -1.48057 -4.11912 -2.35840 0.02 0.10 0.01
H 4.83287 2.97277 2.70860 -0.02 0.00 -0.01
H 7.65794 2.35115 -0.98517 0.02 0.03 0.01
H -3.04805 -2.92127 1.51327 -0.01 0.00 0.00
C 0.33350 -2.76302 5.17918 0.03 -0.03 0.01
N -2.26845 1.60561 0.62453 0.24 -0.09 0.25
H 3.77759 4.33294 1.07180 0.02 0.00 -0.02
Hg -0.33334 0.64449 0.81539 -0.04 0.36 -0.26
N -2.31657 -1.61110 2.98985 0.07 -0.09 -0.08
H 1.61816 3.12558 -3.43905 -0.03 0.07 -0.04
C 5.37504 0.11408 -1.68221 0.05 0.09 0.00
C -2.35215 3.36950 -3.97890 -0.08 -0.03 -0.06
H -2.91466 3.93688 -4.71339 -0.03 0.03 -0.04
H -1.24863 -1.01854 -4.57340 0.01 -0.03 0.00
H -1.71810 -2.62949 -5.21153 0.03 0.01 0.01
N -0.81391 -2.13818 4.55155 -0.01 0.10 0.03
H -1.87182 -3.60880 -0.36298 0.02 0.00 -0.01
H 8.07495 -1.44616 -2.92708 -0.02 -0.01 0.00
N -1.08720 3.08650 -4.30683 0.04 -0.02 0.14
H -3.16075 -1.34077 -1.48482 0.03 0.03 -0.01
H 5.73501 2.28443 1.34006 0.00 0.02 0.03
C 7.25241 1.42084 -1.37050 0.05 0.03 0.00
C -4.95357 1.61731 3.89857 0.05 0.00 0.01
H 4.32000 3.26283 -0.24574 -0.02 -0.02 0.02
C -4.52300 1.43065 1.53888 0.03 -0.06 0.00
O -0.24888 0.94781 -1.52896 0.08 -0.14 -0.18
H -4.89733 1.26375 0.53740 -0.03 -0.02 -0.01
H 5.75214 -1.64488 -2.61549 0.06 0.07 0.03
C -2.95109 3.03621 -2.78602 -0.06 0.08 -0.05
H -3.87716 -2.70708 3.87137 0.01 0.00 0.01
N 1.83513 0.43314 1.19640 -0.24 -0.11 0.09
C -1.08630 -3.44514 -1.10459 -0.07 -0.02 0.02
C -2.20816 2.28777 -1.81865 0.04 0.09 0.01
H 1.52957 2.08517 -0.95999 0.00 0.05 0.07
N 5.96637 1.25760 -1.21497 -0.06 -0.05 0.02
C -0.91022 1.84625 -2.23979 -0.06 -0.38 0.24
H -3.74677 2.57316 -0.41998 0.02 -0.03 -0.01
H -0.72396 -4.60842 -4.23841 0.00 -0.01 0.00
H 1.80835 -1.51806 0.51759 0.02 0.02 0.03
C 2.11334 -0.97456 1.42088 0.08 -0.01 -0.04
C -3.59673 1.80884 4.10748 -0.07 -0.03 -0.03
C 4.73775 2.48112 1.73481 0.05 0.03 0.00
H 0.23493 -2.63793 6.25773 0.00 -0.01 -0.01
H 3.36931 -0.02935 3.43025 0.01 0.01 0.02
C -5.40712 1.43478 2.60072 0.00 -0.02 -0.01
C 8.12419 0.49533 -1.98841 -0.11 -0.06 -0.01
C -3.13631 1.61765 1.71078 -0.08 -0.10 0.11
H -3.48736 -3.61369 -2.12662 0.01 -0.03 -0.02
C 3.89386 3.29477 0.76073 0.04 0.02 -0.01
H -5.63882 1.62785 4.73356 -0.03 0.00 0.03
H -2.14657 -3.63646 5.18483 -0.01 0.00 -0.01
H 1.26969 -2.31382 4.88103 -0.03 -0.01 0.04
H -3.22092 1.98014 5.10630 0.02 0.00 0.04
C -1.37981 -2.07494 -4.33401 -0.06 0.00 -0.05
P -0.73511 -1.60861 -1.25781 0.19 -0.34 0.07
C 4.27522 0.42621 3.04396 0.01 0.01 0.07
H 1.98973 3.79173 -0.79266 -0.01 0.02 0.01
H -4.66383 4.15904 -3.35519 0.01 0.01 0.04
C -2.85984 -1.85047 1.67563 -0.01 0.14 0.03
H 0.66501 3.15326 0.17462 0.02 0.00 -0.02
C -3.11821 -1.97131 4.14538 -0.07 0.03 0.02
C 1.08820 2.22509 -3.76004 -0.07 -0.03 -0.08
H 5.00199 -0.35885 2.82369 0.00 0.00 0.00
H -3.79571 -1.30605 1.56090 -0.06 0.05 0.01
H -0.18968 -3.93738 -0.72248 0.01 -0.01 0.01
H 1.32038 -2.25200 -2.40401 -0.02 0.03 0.01
I -0.71378 2.22489 3.50242 0.01 0.14 0.16
```
Positions in Å, forces in eV/Å.

Mulliken population analysis, charges in e, atoms 1 to 5: atom 1 (S): -0.339, atom 2 (H): 0.510, atom 3 (H): 0.102, atom 4 (C): -0.957, atom 5 (C): -0.529



Below is 7 unconnected molecules or ions with the total composition C36H53N7O4 in a non-equilibrium geometry, with properties calculated with the ωB97M-V functional and the def2-TZVPD basis.

Its LUMO energy is 0.0148 Eh. The frontier orbital gap is 8.542 eV. For the total energy, the calculation gives -2087.6409 Ha. As for the HOMO energy: -8.1 eV. Its net charge is 0.

The geometry in XYZ format:
```
100
Properties=species:S:1:pos:R:3:forces:R:3
H -2.34755 -7.47583 -3.02847 0.03 0.01 0.01
H 0.82599 4.80158 -0.22490 -0.03 -0.04 -0.07
C 3.33039 3.29052 2.24610 -0.10 0.01 -0.01
C 4.40868 -3.36383 -2.25545 -0.37 -0.32 0.63
O -3.21629 -4.09637 -0.76059 -0.34 -0.20 -0.24
H 2.66527 -0.50339 -0.47651 0.04 -0.29 0.06
C 4.66167 -1.53084 4.59913 0.02 0.00 -0.02
H -4.13935 -3.99504 -0.50770 0.15 -0.08 0.20
C 5.36210 3.86619 1.47497 0.01 0.00 -0.03
C -0.54011 -6.79153 -4.14260 -0.01 0.03 0.03
H -3.83130 6.13392 0.18789 -0.04 -0.09 0.07
C -1.26367 -7.65598 -6.08754 -0.05 0.00 -0.02
H -5.50191 5.73971 -1.63563 -0.03 -0.01 0.00
H -0.93834 2.29359 -0.56167 0.04 0.04 0.17
H 2.59970 -2.09975 -3.00649 -0.20 -0.19 0.02
H -3.71135 -1.46563 -0.69559 0.05 0.16 0.28
C 3.32310 -3.18326 -0.09647 -0.44 0.28 0.97
C -3.09518 -3.60896 -2.09228 -0.22 -0.21 0.77
H 4.40791 -1.17304 2.53227 0.02 0.05 0.03
H 0.51321 2.04183 -2.86012 0.13 0.17 -0.02
H 0.65720 -6.62428 -6.02836 0.00 -0.01 0.01
N -4.77477 5.82662 0.36632 -0.04 0.05 0.02
C 3.44795 -1.43895 -3.14627 -0.22 0.66 -0.10
C -0.22765 -6.96580 -5.51786 0.01 0.00 -0.04
H -2.39684 0.12070 -2.97224 0.12 -0.22 -0.21
H -0.89352 4.65944 -2.01407 -0.02 0.01 0.02
H 0.14527 6.89053 1.37149 -0.01 0.02 -0.01
C 3.80099 -1.34487 5.64856 0.01 -0.01 -0.01
H -1.69170 2.16008 -2.15741 -0.44 0.12 0.23
N -2.19178 -7.90163 -5.11208 0.05 0.00 0.00
C -1.87254 6.33003 -1.17134 0.01 0.03 -0.01
H -2.51182 -4.31918 -2.66395 0.44 0.09 -0.04
C -0.37519 6.54121 0.49508 0.01 -0.02 0.04
H -2.12713 7.92551 0.30123 0.04 0.03 -0.02
N 3.20061 4.32228 1.35496 0.06 -0.09 -0.01
C 2.58593 -0.83458 5.11496 0.02 0.05 0.07
C -2.37384 -2.48884 5.03534 -0.03 0.04 0.01
H -3.57707 0.74782 -1.82910 -0.22 0.06 -0.29
H 4.54305 5.47023 0.15898 0.02 0.00 0.02
H -7.79527 4.92497 -0.44589 0.00 0.01 0.00
H -1.42080 -7.99162 -7.09836 0.02 0.01 0.00
H 0.80848 -3.33061 5.03167 0.00 0.03 0.00
C 4.25874 -3.75344 -0.81829 0.82 0.53 -0.85
O 4.61287 -2.04561 -2.53788 -0.46 0.38 0.66
C -2.77074 0.01606 -1.96006 0.11 0.46 1.08
H 1.99261 1.94976 -1.05909 0.26 0.02 0.39
C 3.14504 -0.06778 -2.50643 0.08 -1.41 0.06
H 2.33465 4.75409 1.09400 0.03 0.05 0.08
H -7.28452 4.90368 2.22106 0.00 0.01 0.00
C -6.86894 5.18583 0.03845 -0.03 0.00 -0.05
H 4.09073 0.26587 -2.09050 0.09 0.47 -0.11
N -1.98161 -2.26837 6.32726 0.01 -0.02 0.00
H 5.67271 -1.89953 4.56735 0.00 0.00 0.02
N 4.01478 -1.14935 3.45562 -0.01 -0.04 -0.03
H 3.55586 -1.32017 -4.22112 0.53 -0.21 -0.12
H 5.08551 2.21748 2.96855 -0.02 0.00 0.02
H 6.42576 3.89935 1.30806 0.00 0.00 0.00
H 2.07683 -0.38856 2.99081 -0.01 -0.01 0.02
H -4.24620 -1.40929 -2.37678 -0.24 0.01 0.04
H -4.71060 5.70590 2.49186 -0.01 -0.01 0.00
C 4.66093 2.98584 2.34384 0.02 -0.05 -0.01
C -6.60176 5.17483 1.43307 0.00 0.00 0.05
C 2.74894 -0.72738 3.76140 0.01 0.06 -0.11
H -3.38735 -2.29995 4.72465 0.01 0.00 -0.02
H -1.27463 -3.21184 3.29408 -0.01 -0.01 0.01
H 1.69480 -0.57811 5.66244 -0.01 -0.03 -0.02
H 2.37240 -2.95470 -0.53740 -0.02 1.33 -0.27
C -5.30261 5.57711 1.60172 0.04 -0.01 -0.01
C -1.56398 7.08237 -0.06536 -0.04 0.01 -0.01
C 2.12718 -0.21681 -1.37848 0.40 1.16 0.52
C 0.24623 1.29337 -2.11625 -0.26 0.38 1.00
C -0.00537 5.48199 -0.28990 0.02 -0.01 0.03
O -2.47912 -2.37141 -2.08028 0.21 0.23 -0.52
H -0.15929 -2.48656 7.41516 0.02 -0.01 -0.01
C -5.72275 5.59495 -0.59135 0.08 -0.01 0.00
C 1.35316 1.07014 -1.05994 -0.29 -0.63 -1.13
H 4.92056 -4.51244 -0.43464 0.93 0.59 0.31
H 4.01685 -1.55287 6.68334 0.00 0.00 -0.01
H 1.38490 -0.97587 -1.59498 -0.10 -0.29 -0.07
H -2.68478 6.40190 -1.87576 0.03 0.04 -0.02
H 0.04195 0.36683 -2.63989 0.09 -0.20 -0.29
H -3.05841 -8.38852 -5.24746 0.03 0.00 0.01
C -0.19706 -3.01152 5.24829 -0.01 -0.06 0.01
C -1.28743 -2.94855 4.33904 -0.02 0.00 -0.03
H -2.08286 0.45814 -0.08917 -0.17 -0.17 0.02
H -4.09632 -3.55804 -2.52924 -0.11 0.15 -0.20
C -1.75600 -7.38148 -3.92355 -0.10 0.01 0.04
H 0.88196 0.92360 -0.09258 -0.03 0.23 0.21
N -1.69552 0.35268 -1.01752 -0.09 0.60 -0.05
C 4.43398 4.67610 0.87790 -0.03 0.04 -0.02
N -0.92025 5.36045 -1.29497 0.01 -0.08 -0.10
H 0.06009 -6.29140 -3.40066 0.01 -0.02 0.00
H 2.46832 2.86522 2.73176 0.03 -0.01 0.03
H 2.81339 0.60224 -3.29345 -0.11 0.23 -0.01
C -0.65718 -2.58839 6.46584 -0.03 0.04 0.04
H 3.50060 -2.92752 0.93720 -0.69 -1.17 0.63
O 4.36076 -4.16128 -3.11687 0.00 -1.69 -2.02
C -3.37229 -1.33101 -1.72128 -0.06 -0.52 -0.61
H -2.57354 -1.92498 7.06087 0.01 -0.02 -0.02
C -1.08453 1.63400 -1.41244 0.57 -0.52 -1.01
```
Positions in Å, forces in eV/Å.

Mulliken population analysis, charges in e, atoms 1 to 5: atom 1 (H): 0.424, atom 2 (H): -0.010, atom 3 (C): -0.613, atom 4 (C): 0.513, atom 5 (O): -0.509